{
  "formula": "C25H14ClF3N2OPt",
  "method": "ωB97M-V/def2-TZVPD",
  "multiplicity": 3,
  "energy_ha": -2024.872204,
  "homo_ev": [-5.884, -8.068],
  "e_lumo_ev": [-0.68, -2.97],
  "total_charge": 0,
  "homo_lumo_gap_ev": [5.200, 5.093],
  "s2": 2.036,
  "symbols": ["Pt", "Cl", "C", "C", "C", "C", "O", "C", "C", "N", "C", "C", "C", "C", "C", "C", "C", "C", "N", "C", "C", "H", "H", "H", "H", "H", "H", "H", "H", "H", "H", "F", "C", "F", "F", "C", "C", "C", "C", "C", "C", "C", "C", "H", "H", "H", "H"],
  "xyz": [[-0.07443, 0.72336, 0.44480], [-5.47350, 3.25978, -3.48671], [-3.99669, 2.63386, -2.86275], [-2.79280, 2.96555, -3.50664], [-1.62234, 2.47088, -2.99918], [-1.58844, 1.67782, -1.82744], [-0.42882, 1.27747, -1.41890], [-2.84331, 1.31560, -1.18355], [-2.95028, 0.48561, -0.04530], [-1.91414, -0.03490, 0.63668], [-2.08661, -0.76733, 1.78310], [-3.23445, -1.46861, 2.14812], [-3.27856, -2.14473, 3.36779], [-2.21875, -2.12073, 4.24618], [-1.04031, -1.41877, 3.91643], [0.09176, -1.32895, 4.75092], [1.18612, -0.61220, 4.33309], [1.17960, 0.01118, 3.08801], [0.13224, -0.05619, 2.27785], [-0.97090, -0.75717, 2.66925], [-4.02552, 1.81822, -1.75314], [-2.79306, 3.60431, -4.37779], [-0.67347, 2.70574, -3.46276], [-3.95188, 0.29841, 0.32676], [-4.07274, -1.51469, 1.46746], [-4.17041, -2.70175, 3.62427], [-2.28503, -2.63670, 5.19523], [0.08964, -1.82578, 5.71279], [2.06175, -0.52835, 4.96086], [2.02776, 0.57277, 2.72452], [-4.97343, 1.55541, -1.30295], [3.53756, 9.04682, 1.72221], [3.17191, 8.63928, 0.48514], [2.08490, 9.37064, 0.15091], [4.16033, 8.99297, -0.35522], [2.88352, 7.17096, 0.45324], [1.87640, 6.68168, 1.27983], [1.58947, 5.33281, 1.27747], [2.29752, 4.45032, 0.44356], [3.31192, 4.95611, -0.36698], [3.60178, 6.31132, -0.36103], [1.88736, 3.08260, 0.44811], [1.48642, 1.93263, 0.47342], [1.32415, 7.36098, 1.91669], [0.80988, 4.93434, 1.91181], [3.87251, 4.28612, -1.00418], [4.38475, 6.70510, -0.99458]],
  "forces_ev_per_angstrom": [[0.1, -0.1, 0.4], [0.0, 0.0, 0.0], [0.1, -0.1, 0.0], [0.1, 0.1, -0.2], [0.0, 0.0, 0.0], [0.1, -0.1, -0.1], [-0.2, 0.4, -0.3], [0.0, -0.1, 0.2], [-0.4, -0.2, -0.1], [0.0, -0.1, -0.1], [-0.3, -0.1, -0.1], [0.2, 0.3, -0.2], [0.2, -0.1, 0.3], [-0.4, -0.1, 0.0], [0.2, 0.2, -0.3], [0.2, 0.2, -0.1], [-0.1, -0.3, 0.4], [-0.1, 0.1, -0.4], [0.2, 0.0, 0.3], [-0.2, -0.2, 0.3], [0.0, -0.1, 0.1], [-0.1, 0.0, 0.0], [0.0, 0.0, 0.0], [0.0, 0.0, 0.0], [0.0, 0.0, 0.0], [0.0, 0.0, 0.0], [0.1, 0.0, 0.0], [0.0, 0.0, 0.0], [0.0, 0.0, 0.0], [0.0, 0.1, 0.0], [0.0, 0.0, 0.0], [0.0, 0.0, -0.1], [0.0, 0.1, 0.0], [0.1, 0.0, 0.0], [-0.1, 0.0, 0.1], [0.0, 0.0, 0.1], [0.0, 0.0, 0.0], [0.1, 0.1, -0.1], [-0.2, 0.2, 0.3], [0.0, -0.1, 0.0], [0.0, 0.1, 0.0], [0.5, -0.5, 0.0], [-0.1, 0.5, -0.2], [0.0, 0.0, 0.0], [0.0, 0.0, 0.0], [0.0, 0.0, 0.0], [0.0, 0.0, 0.0]]
}

{
  "formula": "C25H15BrN4O10Ta",
  "method": "ωB97M-V/def2-TZVPD",
  "energy_ha": -4563.888762,
  "homo_ev": -11.854,
  "e_lumo_ev": -4.31,
  "e_above_lowest_ev": 0.000,
  "total_charge": 1,
  "homo_lumo_gap_ev": 7.546,
  "symbols": ["Ta", "Br", "C", "C", "C", "C", "O", "C", "C", "N", "C", "C", "C", "C", "C", "C", "C", "C", "N", "C", "C", "H", "H", "H", "H", "H", "H", "H", "H", "H", "H", "O", "C", "O", "C", "C", "C", "C", "C", "C", "O", "N", "O", "O", "N", "O", "O", "H", "H", "C", "O", "C", "O", "H", "H", "H"],
  "xyz": [[-0.54221, 0.31725, 0.20572], [5.95715, 2.92446, 3.17234], [4.26663, 2.52466, 2.46326], [3.68384, 3.39846, 1.54440], [2.43312, 3.12872, 1.00618], [1.81065, 1.96882, 1.40597], [0.58405, 1.61549, 0.92546], [2.36902, 1.07630, 2.30801], [1.62039, -0.09860, 2.73221], [0.57132, -0.57367, 2.16350], [-0.11487, -1.64165, 2.80360], [0.42299, -2.63653, 3.56407], [-0.42481, -3.57475, 4.19923], [-1.77989, -3.49096, 4.06023], [-2.35269, -2.48425, 3.24292], [-3.74007, -2.35187, 3.02068], [-4.20377, -1.38162, 2.17893], [-3.27892, -0.55908, 1.52462], [-1.97149, -0.63166, 1.72303], [-1.50207, -1.57905, 2.59890], [3.61579, 1.37226, 2.86122], [4.21321, 4.29337, 1.24832], [1.96666, 3.78428, 0.28564], [1.97440, -0.57252, 3.64759], [1.49600, -2.72732, 3.67320], [0.01488, -4.35939, 4.79816], [-2.43215, -4.20053, 4.55196], [-4.42308, -3.03258, 3.51398], [-5.25584, -1.25723, 1.97107], [-3.63425, 0.15563, 0.79396], [4.06852, 0.70494, 3.58325], [-3.85412, -0.47228, -1.75996], [-2.68595, -0.25304, -1.85578], [-1.79213, -0.66798, -0.91199], [-2.01269, 0.48177, -2.95092], [-2.51732, 0.38062, -4.23861], [-1.82221, 0.99661, -5.25591], [-0.65496, 1.69421, -5.03628], [-0.17637, 1.79394, -3.74362], [-0.86207, 1.22067, -2.67865], [-0.45667, 1.39671, -1.39170], [1.09435, 2.55934, -3.56889], [1.51719, 3.13769, -4.54174], [1.60150, 2.56937, -2.46858], [-2.34216, 0.89676, -6.64195], [-3.35103, 0.24670, -6.79952], [-1.72658, 1.48048, -7.50347], [-3.42079, -0.17759, -4.43918], [-0.12115, 2.16249, -5.85026], [3.29630, -1.32091, -1.11661], [2.18558, -0.43071, -0.82376], [1.07180, -1.03526, -0.38770], [0.93482, -2.21832, -0.23635], [3.13323, -1.78492, -2.08628], [3.37557, -2.08477, -0.34805], [4.17335, -0.68296, -1.13583]],
  "forces_ev_per_angstrom": [[0.8, -1.6, 0.8], [0.1, 0.0, 0.1], [-0.1, -0.1, 0.0], [-0.1, 0.0, -0.1], [0.4, 0.1, 0.2], [-1.2, -0.3, -0.5], [0.7, 1.3, 0.1], [-0.1, -0.4, 0.3], [0.4, 0.4, 0.0], [-0.2, -0.2, -0.1], [0.1, 0.3, -0.2], [0.0, -0.2, 0.1], [0.1, 0.1, -0.1], [0.0, 0.0, 0.0], [-0.1, -0.2, 0.1], [0.0, -0.1, 0.1], [0.1, 0.1, -0.1], [-0.1, 0.0, 0.1], [-0.3, 0.3, 0.0], [-0.1, 0.1, -0.2], [0.1, 0.1, 0.0], [0.0, 0.0, 0.0], [0.0, 0.0, 0.0], [0.0, 0.0, 0.0], [0.0, 0.0, 0.0], [0.0, 0.0, 0.0], [0.0, 0.0, 0.0], [0.0, 0.0, 0.0], [0.0, 0.0, 0.0], [0.0, 0.0, 0.0], [0.0, 0.0, 0.0], [-0.2, -0.1, -0.1], [0.5, -0.1, 0.3], [-0.6, 0.1, -0.2], [-0.3, -0.1, -0.3], [0.1, 0.0, 0.1], [-0.1, 0.0, -0.3], [0.0, 0.0, 0.0], [0.4, 0.4, -0.3], [0.3, 0.1, 1.0], [-0.4, 0.0, -0.7], [-0.5, 0.0, 0.1], [0.1, 0.0, -0.1], [0.1, -0.1, 0.0], [0.0, 0.1, 0.2], [0.0, 0.0, 0.0], [0.0, 0.0, 0.0], [0.0, 0.0, 0.0], [0.0, 0.0, 0.0], [-0.1, 0.2, 0.0], [-0.4, -0.3, 0.2], [0.6, 0.4, -0.5], [-0.3, 0.0, 0.1], [0.0, 0.0, 0.0], [0.0, 0.0, 0.0], [0.0, 0.0, 0.0]]
}

{
  "formula": "C25H15Cl2GdN3O9S2",
  "method": "ωB97M-V/def2-TZVPD",
  "multiplicity": 8,
  "energy_ha": -4285.757752,
  "homo_ev": [-5.133, -5.163],
  "e_lumo_ev": [1.15, 1.59],
  "e_above_lowest_ev": 0.000,
  "total_charge": -1,
  "homo_lumo_gap_ev": [6.286, 6.749],
  "s2": 15.873,
  "symbols": ["Gd", "Cl", "C", "C", "C", "Cl", "C", "C", "C", "C", "N", "C", "C", "O", "H", "H", "H", "H", "O", "C", "C", "O", "C", "C", "O", "C", "O", "O", "C", "C", "C", "C", "C", "C", "C", "S", "O", "O", "O", "H", "H", "H", "H", "H", "H", "H", "S", "C", "N", "C", "C", "C", "N", "H", "H", "H", "H"],
  "xyz": [[0.46259, 0.80685, -1.87134], [0.42673, -4.42267, -2.39271], [0.93287, -3.63386, -0.85155], [1.18710, -4.45698, 0.26144], [1.45001, -3.92503, 1.50276], [1.77005, -5.03290, 2.81476], [1.52792, -2.53609, 1.66035], [1.69911, -1.87111, 2.91114], [1.72142, -0.51089, 2.91902], [1.67672, 0.22204, 1.72190], [1.52708, -0.33823, 0.56203], [1.38737, -1.70589, 0.55076], [0.98296, -2.20411, -0.76754], [0.62836, -1.43162, -1.72441], [1.06198, -5.54082, 0.12351], [1.61945, -2.45197, 3.82088], [1.77179, 0.05749, 3.85508], [1.69538, 1.26410, 1.72373], [1.07628, -0.34530, -8.09837], [0.89257, 0.10143, -7.00017], [-0.44887, 0.09972, -6.21590], [-1.51994, -0.28280, -6.67554], [-0.09286, 0.45953, -4.84608], [1.30024, 0.66441, -4.74968], [1.83867, 0.97610, -3.60524], [2.00294, 0.49242, -6.05698], [3.20096, 0.43011, -6.34648], [-0.83455, 0.59275, -3.78415], [-0.76806, 3.14524, 5.59326], [-0.41992, 3.12130, 4.14703], [0.35801, 4.07041, 3.64142], [0.45631, 4.19396, 2.20787], [-0.20374, 3.28684, 1.38416], [-1.00752, 2.29731, 1.94784], [-1.14631, 2.28819, 3.35382], [0.10453, 3.39629, -0.38420], [0.48987, 4.71760, -0.72758], [1.31300, 2.50760, -0.66791], [-1.03164, 2.70207, -1.03059], [0.06190, 3.51770, 6.21879], [-1.28547, 2.28470, 6.01084], [-1.59342, 3.86501, 5.77299], [0.89324, 4.81249, 4.19773], [1.02243, 5.02737, 1.79243], [-1.66035, 1.71972, 1.33687], [-1.88414, 1.51053, 3.62066], [-2.18817, -1.06288, 2.17765], [-2.21813, -1.53257, 0.58543], [-2.18843, -2.88890, 0.29838], [-2.20346, -3.31283, -1.02704], [-2.40522, -2.43704, -2.07483], [-2.35802, -1.08663, -1.68632], [-2.23380, -0.61407, -0.44555], [-1.92988, -3.52843, 1.04182], [-1.94094, -4.34704, -1.09497], [-2.42357, -2.76095, -3.11456], [-2.55338, -0.36968, -2.51662]],
  "forces_ev_per_angstrom": [[-0.1, -0.8, -0.7], [0.6, 0.6, 1.0], [-0.2, 0.9, -0.4], [-0.5, -0.3, -0.3], [0.0, -0.8, -0.8], [-0.1, 0.2, 0.1], [0.4, 0.5, 1.0], [-0.6, 0.0, -0.4], [0.3, 0.3, 1.1], [-0.1, -1.1, 0.0], [-0.7, -0.8, -0.2], [-0.3, 0.6, -2.1], [0.0, -2.1, 0.5], [0.3, 0.3, 0.0], [0.3, 0.5, 0.2], [0.4, 0.1, 0.0], [0.0, -0.3, -0.3], [0.2, 1.7, 0.1], [-0.3, 0.2, -0.3], [-0.4, -0.5, 0.3], [-0.5, -0.7, -0.7], [0.8, 0.6, 0.5], [0.8, 0.5, 0.2], [0.3, 0.4, -0.4], [-0.1, -0.1, 0.2], [1.0, -0.7, 0.5], [-1.7, 0.6, 0.7], [0.0, -0.1, -0.2], [-0.7, 1.1, 1.4], [-2.0, -1.2, 2.6], [1.7, 1.9, -4.2], [0.1, -0.1, 1.4], [0.6, 0.5, -0.1], [0.1, 1.5, 1.1], [-1.0, -2.2, -3.4], [1.2, -1.8, 0.1], [-0.9, 1.2, 0.0], [-0.7, 0.3, 0.9], [0.3, 0.5, 0.0], [-0.3, -0.5, -0.1], [0.8, -0.7, -0.2], [0.5, 0.2, -0.4], [0.1, 0.1, 0.6], [-0.1, -0.4, -0.1], [-0.1, -0.7, -0.4], [0.6, 0.7, 0.8], [0.0, -0.1, 0.2], [0.4, 0.3, 0.4], [0.2, 0.8, -2.5], [0.1, 0.6, 1.0], [0.5, -1.1, 1.5], [-1.3, 0.9, -0.4], [-0.2, -1.2, -0.9], [-0.2, 0.2, -0.1], [-0.3, -0.5, -0.5], [0.0, 0.2, 0.4], [0.7, -0.1, 0.9]]
}

{
  "formula": "C25H15Cl5NOReS4",
  "method": "ωB97M-V/def2-TZVPD",
  "multiplicity": 4,
  "energy_ha": -5063.515925,
  "homo_ev": [-10.410, -10.472],
  "e_lumo_ev": [-3.29, -4.98],
  "e_above_lowest_ev": 0.000,
  "total_charge": 1,
  "homo_lumo_gap_ev": [7.119, 5.487],
  "s2": 3.781,
  "symbols": ["Re", "S", "C", "C", "C", "C", "C", "C", "S", "C", "C", "C", "C", "C", "C", "C", "S", "C", "C", "C", "C", "C", "C", "S", "N", "H", "H", "H", "H", "H", "H", "H", "H", "H", "H", "H", "H", "H", "H", "H", "Cl", "C", "C", "Cl", "C", "Cl", "C", "O", "C", "Cl", "C", "Cl"],
  "xyz": [[0.02263, 0.09591, -0.06148], [-1.10985, -0.96305, -1.85177], [-2.45888, -1.59322, -0.94144], [-3.64045, -1.89830, -1.62317], [-4.73021, -2.40118, -0.94342], [-4.66581, -2.60922, 0.42907], [-3.49525, -2.33898, 1.11744], [-2.39766, -1.83472, 0.43922], [-0.80431, -1.73576, 1.25408], [-1.03439, -0.65145, 2.73731], [0.11172, 0.30867, 2.88893], [0.48453, 0.76263, 4.14650], [1.46315, 1.73945, 4.24989], [2.05050, 2.22878, 3.09386], [1.66671, 1.70356, 1.86916], [2.34707, 2.12007, 0.60288], [1.22465, 2.06521, -0.88597], [2.35146, 1.29130, -2.05335], [2.90582, 2.05621, -3.06477], [3.78408, 1.47451, -3.96612], [4.11294, 0.13225, -3.84650], [3.55903, -0.63203, -2.83700], [2.65745, -0.06630, -1.93771], [1.96806, -1.08033, -0.68568], [0.71327, 0.76717, 1.78077], [-3.67873, -1.72276, -2.68781], [-5.63651, -2.62886, -1.48155], [-5.51526, -3.00669, 0.96108], [-3.42722, -2.53003, 2.17757], [-1.11643, -1.28785, 3.61784], [-1.97066, -0.11072, 2.58322], [-0.00222, 0.36992, 5.02480], [1.74357, 2.13146, 5.21475], [2.80391, 2.99684, 3.13890], [3.16498, 1.42617, 0.39342], [2.73609, 3.13350, 0.68192], [2.64418, 3.09916, -3.14378], [4.20330, 2.06761, -4.76261], [4.79480, -0.32169, -4.54912], [3.79417, -1.67984, -2.74144], [-6.61494, 3.86760, 1.97670], [-5.15414, 3.18549, 1.41404], [-5.11788, 2.47762, 0.20834], [-6.54111, 2.34373, -0.74003], [-3.94021, 1.88451, -0.21773], [-3.90010, 1.10699, -1.73757], [-2.74815, 1.89997, 0.57238], [-1.73545, 1.19321, 0.28018], [-2.80708, 2.72747, 1.73328], [-1.36964, 2.97392, 2.63606], [-3.97527, 3.33666, 2.15353], [-3.98710, 4.26894, 3.59253]],
  "forces_ev_per_angstrom": [[-1.2, 0.2, -1.5], [0.6, 0.0, 0.3], [-0.2, -0.1, 0.1], [0.2, -0.2, 0.3], [0.1, 0.0, 0.0], [0.1, 0.1, 0.1], [-0.1, 0.0, 0.1], [-0.1, -0.2, -0.2], [-0.1, 0.4, -0.1], [-0.2, -0.3, -0.1], [0.1, 0.0, 0.5], [0.2, -0.1, -0.2], [-0.2, -0.1, -0.2], [-0.2, -0.2, -0.1], [0.2, 0.3, 0.2], [-0.1, 0.2, -0.3], [0.5, -0.6, 0.1], [-0.1, 0.0, 0.0], [0.0, 0.1, 0.0], [0.0, 0.1, 0.0], [0.0, 0.1, 0.0], [-0.2, 0.1, 0.2], [0.1, 0.1, 0.0], [-0.2, 0.1, 0.4], [0.2, 0.0, 0.7], [0.0, 0.0, -0.1], [-0.1, 0.0, 0.0], [-0.1, 0.0, 0.1], [0.0, -0.1, 0.1], [0.0, 0.1, 0.0], [0.0, 0.1, 0.0], [-0.1, 0.0, 0.1], [0.1, 0.0, 0.1], [0.1, 0.1, 0.0], [-0.1, 0.0, -0.1], [0.0, 0.0, 0.0], [0.0, 0.2, -0.1], [0.0, 0.1, -0.1], [0.1, 0.0, 0.0], [0.0, -0.1, 0.0], [-0.2, 0.1, 0.0], [0.3, -0.1, 0.0], [0.0, 0.3, 0.3], [0.0, 0.0, 0.0], [0.6, 0.0, 0.4], [0.1, 0.2, -0.3], [-2.3, 1.4, 0.8], [2.7, -1.4, -0.5], [0.0, -0.5, -0.7], [0.3, 0.1, 0.1], [-0.5, 0.0, -0.2], [0.0, 0.1, 0.1]]
}